Entry 1:
{"formula": "C17H21N3OS", "method": "ωB97M-V/def2-TZVPD", "relative_energy_kcal_mol": 17.4, "smiles": "CCCC(=O)Nc1c2c(nn1-c1ccc(C)cc1C)CSC2", "homo_lumo_gap_ev": 8.76, "total_energy_ev": -35323.5088, "species": ["C", "C", "C", "C", "O", "N", "C", "C", "C", "N", "N", "C", "C", "C", "C", "C", "C", "C", "C", "C", "S", "C", "H", "H", "H", "H", "H", "H", "H", "H", "H", "H", "H", "H", "H", "H", "H", "H", "H", "H", "H", "H", "H"], "positions_angstrom": [[-0.94, -6.06, -0.21], [-1.55, -4.68, -0.40], [-0.60, -3.57, 0.06], [-1.22, -2.20, -0.12], [-2.32, -1.99, -0.56], [-0.37, -1.20, 0.28], [-0.65, 0.16, 0.22], [-1.83, 0.88, 0.20], [-1.42, 2.22, 0.10], [-0.11, 2.34, 0.06], [0.36, 1.08, 0.13], [1.75, 0.81, 0.17], [2.27, 0.11, 1.25], [3.63, -0.19, 1.30], [4.47, 0.24, 0.28], [5.94, -0.05, 0.33], [3.93, 0.96, -0.78], [2.58, 1.25, -0.86], [2.02, 2.02, -2.01], [-2.47, 3.25, 0.06], [-4.04, 2.31, 0.22], [-3.28, 0.63, 0.28], [-1.64, -6.83, -0.55], [-0.02, -6.16, -0.78], [-0.72, -6.24, 0.84], [-1.79, -4.52, -1.46], [-2.48, -4.60, 0.16], [0.33, -3.62, -0.51], [-0.36, -3.71, 1.12], [0.59, -1.43, 0.50], [1.63, -0.19, 2.06], [4.02, -0.73, 2.14], [6.50, 0.87, 0.52], [6.18, -0.76, 1.11], [6.28, -0.45, -0.63], [4.59, 1.29, -1.57], [2.80, 2.27, -2.73], [1.55, 2.94, -1.66], [1.25, 1.43, -2.51], [-2.49, 3.80, -0.88], [-2.40, 3.96, 0.89], [-3.58, 0.15, 1.22], [-3.66, 0.04, -0.55]]}

Entry 2:
{"formula": "C17H14Cl3FN3OsSSi", "method": "ωB97M-V/def2-TZVPD", "relative_energy_kcal_mol": 0.8, "multiplicity": 5, "homo_lumo_gap_ev": [6.77, 6.53], "charge": 1, "total_energy_ev": -83788.8815, "species": ["Os", "N", "C", "C", "C", "C", "C", "C", "C", "C", "N", "C", "H", "H", "H", "H", "H", "H", "H", "H", "S", "C", "N", "Cl", "Si", "Cl", "Cl", "F", "C", "C", "C", "C", "C", "C", "C", "H", "H", "H", "H", "H", "H"], "positions_angstrom": [[-0.53, -0.02, -0.65], [1.05, 0.29, 0.80], [0.59, 0.43, 2.19], [1.47, 0.56, 3.22], [0.98, 0.72, 4.54], [-0.36, 0.76, 4.78], [-1.28, 0.63, 3.72], [-2.68, 0.66, 3.89], [-3.50, 0.52, 2.80], [-2.93, 0.34, 1.53], [-1.63, 0.30, 1.34], [-0.79, 0.45, 2.41], [1.52, 1.16, 0.50], [1.76, -0.44, 0.75], [2.53, 0.55, 3.04], [1.69, 0.82, 5.35], [-0.73, 0.89, 5.79], [-3.10, 0.80, 4.88], [-4.58, 0.54, 2.90], [-3.55, 0.22, 0.66], [-4.27, -0.48, -3.35], [-3.00, -0.34, -2.47], [-2.00, -0.23, -1.80], [0.24, 1.98, -3.73], [-0.05, 2.13, -1.71], [-1.47, 3.58, -1.42], [1.73, 2.91, -0.92], [3.48, -0.35, -5.16], [2.71, -0.78, -4.17], [3.22, -0.81, -2.88], [2.41, -1.25, -1.86], [1.08, -1.65, -2.09], [0.20, -2.06, -0.99], [0.61, -1.61, -3.42], [1.42, -1.19, -4.45], [4.25, -0.50, -2.71], [2.83, -1.33, -0.86], [0.69, -2.41, -0.09], [-0.65, -2.68, -1.27], [-0.41, -1.92, -3.62], [1.06, -1.16, -5.48]]}

Entry 3:
{"formula": "C19H27NO3", "method": "ωB97M-V/def2-TZVPD", "relative_energy_kcal_mol": 102.6, "smiles": "C#Cc1cc(CNC(=O)CCCCCCCC)cc(OC)c1O", "homo_lumo_gap_ev": 8.88, "total_energy_ev": -27771.5448, "species": ["C", "C", "C", "C", "C", "C", "N", "C", "O", "C", "C", "C", "C", "C", "C", "C", "C", "C", "C", "O", "C", "C", "O", "H", "H", "H", "H", "H", "H", "H", "H", "H", "H", "H", "H", "H", "H", "H", "H", "H", "H", "H", "H", "H", "H", "H", "H", "H", "H", "H"], "positions_angstrom": [[-4.81, 4.41, -1.31], [-4.17, 3.82, -0.44], [-3.50, 3.13, 0.61], [-2.14, 3.36, 0.84], [-1.45, 2.72, 1.90], [0.01, 2.99, 2.19], [0.77, 2.03, 1.39], [1.72, 2.37, 0.42], [2.01, 3.57, 0.29], [2.35, 1.36, -0.51], [1.30, 0.73, -1.41], [1.81, -0.46, -2.33], [2.41, -1.66, -1.63], [2.86, -2.66, -2.69], [3.66, -3.89, -2.15], [2.89, -4.61, -1.05], [3.60, -5.89, -0.52], [-2.14, 1.85, 2.75], [-3.51, 1.61, 2.55], [-4.13, 0.83, 3.51], [-5.31, 0.12, 3.14], [-4.16, 2.25, 1.48], [-5.51, 2.09, 1.22], [-5.44, 4.93, -2.00], [-1.62, 4.10, 0.21], [0.20, 2.84, 3.26], [0.28, 4.03, 1.95], [0.43, 1.09, 1.37], [2.87, 0.60, 0.12], [3.12, 1.86, -1.13], [0.46, 0.32, -0.88], [0.97, 1.55, -2.04], [2.58, -0.08, -3.00], [0.99, -0.81, -3.00], [1.62, -2.09, -1.02], [3.29, -1.37, -1.00], [1.95, -3.05, -3.17], [3.48, -2.14, -3.46], [3.89, -4.57, -2.99], [4.61, -3.56, -1.76], [1.88, -4.91, -1.43], [2.76, -3.87, -0.22], [3.92, -6.47, -1.37], [4.51, -5.74, 0.09], [2.92, -6.52, 0.05], [-1.62, 1.33, 3.55], [-5.14, -0.35, 2.18], [-6.18, 0.77, 3.16], [-5.57, -0.67, 3.85], [-5.75, 2.66, 0.45]]}

Entry 4:
{"formula": "C10H14BNO11S2", "method": "ωB97M-V/def2-TZVPD", "smiles": "O=C(O)C[C@@]1(C[SH](=O)=O)OS(=O)(=O)O[C@H]1OB(O)O.c1ccncc1", "homo_lumo_gap_ev": 8.84, "total_energy_ev": -56954.0288, "species": ["O", "C", "O", "C", "C", "C", "S", "O", "O", "O", "S", "O", "O", "O", "C", "O", "B", "O", "O", "H", "H", "H", "H", "H", "H", "H", "H", "H", "C", "C", "C", "N", "C", "C", "H", "H", "H", "H", "H"], "positions_angstrom": [[2.19, -3.79, 0.29], [1.65, -2.70, 0.51], [1.53, -2.25, 1.88], [1.05, -1.71, -0.60], [-0.50, -1.91, -0.92], [-1.55, -0.72, -0.79], [-0.85, 0.98, -0.71], [-0.11, 1.17, 0.61], [-0.01, 1.38, -1.89], [-0.50, -2.15, -2.39], [-0.27, -3.84, -2.55], [1.17, -4.28, -2.59], [-0.89, -4.40, -3.80], [-0.76, -4.41, -1.05], [-1.30, -3.20, -0.39], [-1.33, -3.49, 1.00], [-2.65, -3.38, 1.57], [-3.89, -3.69, 0.91], [-2.73, -2.93, 2.94], [0.68, -2.57, 2.24], [1.37, -0.66, -0.30], [1.63, -1.95, -1.57], [-2.30, -0.82, 0.08], [-2.21, -0.75, -1.74], [-1.93, 1.87, -0.65], [-2.30, -3.09, -0.96], [-4.38, -2.83, 0.91], [-1.94, -2.36, 3.10], [2.72, 5.23, 1.49], [1.78, 4.23, 1.30], [0.86, 4.38, 0.27], [0.83, 5.44, -0.55], [1.75, 6.39, -0.35], [2.71, 6.33, 0.65], [3.46, 5.15, 2.28], [1.75, 3.35, 1.94], [0.11, 3.62, 0.08], [1.70, 7.24, -1.02], [3.43, 7.13, 0.77]]}

Entry 5:
{"formula": "C4HN2P", "method": "ωB97M-V/def2-TZVPD", "relative_energy_kcal_mol": 6.8, "smiles": "N#CC1=P(C#N)=C1", "homo_lumo_gap_ev": 9.63, "total_energy_ev": -16429.5459, "species": ["N", "C", "C", "P", "C", "N", "C", "H"], "positions_angstrom": [[0.28, 0.62, 2.93], [0.25, 0.76, 1.80], [0.11, 0.74, 0.42], [-0.99, 0.11, -1.00], [-0.87, -1.68, -1.04], [-0.92, -2.82, -1.16], [0.65, 0.96, -0.79], [1.50, 1.30, -1.17]]}

Entry 6:
{"formula": "C10H13NO", "method": "ωB97M-V/def2-TZVPD", "relative_energy_kcal_mol": 130.6, "homo_lumo_gap_ev": [6.43, 6.43], "total_energy_ev": -14112.7692, "species": ["C", "C", "C", "C", "C", "C", "C", "C", "C", "C", "N", "O", "H", "H", "H", "H", "H", "H", "H", "H", "H", "H", "H", "H", "H"], "positions_angstrom": [[1.31, 0.56, 4.03], [0.10, 1.00, 3.45], [2.27, -0.21, 3.26], [-0.10, 0.85, 2.05], [2.03, -0.34, 1.96], [0.87, 0.13, 1.34], [-1.03, 0.25, -1.72], [-2.53, 0.28, -1.54], [-0.05, -1.41, -3.32], [-0.29, 0.04, -3.01], [0.89, -0.14, 0.02], [-0.46, 0.11, -0.55], [1.39, 0.76, 5.16], [-0.66, 1.65, 3.91], [3.25, -0.56, 3.55], [-0.91, 1.20, 1.44], [2.75, -0.83, 1.42], [-2.97, -0.62, -1.62], [-2.86, 1.01, -2.23], [-2.89, 0.55, -0.54], [-1.08, -1.89, -3.71], [0.48, -1.92, -2.45], [0.60, -1.50, -4.06], [-0.69, 0.49, -3.95], [0.58, 0.54, -2.88]]}